{
  "formula": "C63H80Cl8CuN4O7",
  "method": "wB97M-V/def2-TZVPD",
  "relative_energy_kcal_mol": 89.78,
  "multiplicity": 1,
  "homo_lumo_gap_ev": 1.797,
  "total_charge": 1,
  "species": ["C", "N", "C", "C", "C", "C", "C", "C", "C", "C", "N", "C", "C", "C", "H", "H", "H", "H", "H", "H", "H", "H", "H", "H", "H", "H", "H", "H", "Cu", "C", "C", "C", "C", "N", "C", "C", "C", "C", "C", "H", "H", "H", "H", "H", "H", "H", "H", "H", "H", "H", "H", "H", "H", "H", "H", "H", "H", "H", "H", "C", "O", "H", "H", "H", "C", "O", "H", "H", "H", "O", "H", "Cl", "C", "C", "Cl", "H", "H", "H", "H", "Cl", "C", "C", "Cl", "H", "H", "H", "H", "Cl", "C", "C", "Cl", "H", "H", "H", "H", "Cl", "C", "C", "Cl", "H", "H", "H", "H", "C", "C", "C", "C", "N", "H", "H", "H", "H", "H", "H", "H", "C", "C", "C", "C", "C", "C", "C", "O", "C", "C", "C", "C", "C", "C", "C", "O", "H", "H", "H", "H", "H", "H", "H", "H", "C", "C", "C", "C", "C", "C", "C", "O", "C", "C", "C", "C", "C", "C", "C", "O", "H", "H", "H", "H", "H", "H", "H", "H"],
  "xyz": [[-0.06399, -11.91532, -5.57144], [-0.30809, -11.13103, -4.34087], [0.13800, -9.87141, -4.20241], [-0.30850, -9.06283, -3.14391], [-1.27871, -9.48970, -2.27817], [-1.45457, -10.88307, -2.26173], [-1.08048, -11.64520, -3.36256], [-2.10352, -8.61518, -1.34451], [-1.53800, -7.52841, -0.73588], [-2.33379, -6.61079, 0.00655], [-3.61799, -6.96681, 0.26590], [-4.21231, -8.08549, -0.29601], [-3.50173, -8.93281, -1.13401], [-4.35543, -6.21287, 1.31692], [0.46681, -11.33709, -6.32776], [-1.05652, -12.02843, -6.00753], [0.59224, -12.76725, -5.39345], [0.76396, -9.52285, -5.01055], [0.02301, -8.03500, -3.15157], [-2.13626, -11.42277, -1.62110], [-1.62333, -12.57646, -3.42951], [-0.47408, -7.45196, -0.90512], [-2.01301, -5.61110, 0.25977], [-5.20163, -8.30815, 0.07557], [-3.87492, -9.86368, -1.53480], [-4.13260, -5.14591, 1.32456], [-3.97518, -6.63740, 2.24605], [-5.41920, -6.35426, 1.12589], [-3.88007, -2.00938, -2.31030], [-2.92160, 3.18563, 1.18921], [-1.44998, 2.81810, 1.08289], [-1.08554, 1.24601, 1.33577], [-1.09771, 0.26356, 0.19022], [-0.86058, -1.22737, 0.53548], [0.39589, -1.29872, 1.45655], [0.83828, -2.72801, 1.32470], [0.59221, -3.15333, -0.06751], [-0.30874, -2.07230, -0.62291], [-2.18540, -1.88894, 0.95398], [-3.35315, 2.86610, 0.24066], [-3.19153, 4.22013, 1.40149], [-3.41887, 2.63216, 1.98576], [-0.91237, 3.47487, 1.76679], [-1.07017, 3.18373, 0.12887], [-1.72045, 0.81324, 2.10888], [-0.08349, 1.17573, 1.75891], [-0.54106, 0.62978, -0.67240], [-2.10927, 0.30558, -0.21364], [0.00634, -1.11885, 2.45854], [1.07499, -0.53548, 1.07656], [0.43149, -3.42498, 2.05740], [1.91518, -2.87647, 1.40431], [0.18680, -4.16432, -0.02690], [1.52022, -3.28338, -0.62428], [-1.06136, -2.50972, -1.27890], [0.30258, -1.40699, -1.23263], [-2.34912, -1.42004, 1.92426], [-2.07732, -2.97189, 0.89358], [-3.02233, -1.67907, 0.28794], [-5.74429, -0.62013, 0.47862], [-5.85158, -1.48198, -0.61717], [-6.39195, 0.24044, 0.31107], [-5.97784, -1.03753, 1.45807], [-4.74516, -0.18517, 0.45340], [-1.19543, 0.34269, -3.66988], [-1.96109, -0.69778, -3.19863], [-0.23639, 0.59098, -3.21525], [-0.76792, -0.12612, -4.55620], [-1.59821, 1.32388, -3.92115], [-3.39876, -3.96463, -1.12928], [-3.45477, -4.31712, -2.03877], [0.95405, -4.11391, 4.81071], [2.26313, -3.70299, 5.98108], [3.01204, -5.08600, 6.24167], [4.62720, -4.46892, 6.15340], [1.71689, -3.14008, 6.73795], [2.88686, -2.96877, 5.47118], [2.94447, -5.84993, 5.46712], [2.65256, -5.51791, 7.17566], [-0.73799, 5.43573, -4.64491], [-2.40690, 5.10665, -4.21629], [-2.41560, 4.47552, -2.79305], [-4.01428, 3.69605, -2.28625], [-2.86261, 4.49814, -4.99741], [-2.94847, 6.04389, -4.08834], [-2.05432, 5.30817, -2.18951], [-1.63842, 3.72624, -2.64242], [2.50165, 0.36914, 6.37890], [3.56830, 1.42281, 5.32643], [4.31837, 0.70284, 4.20786], [3.03738, 0.16292, 2.93341], [4.21182, 1.98140, 6.00610], [2.91035, 2.21099, 4.96041], [4.81801, -0.19013, 4.58346], [5.08261, 1.40261, 3.86969], [-1.85270, -0.66772, 4.45446], [-1.23907, -0.63235, 6.15939], [-0.93645, 0.85279, 6.48504], [-1.23924, 1.14409, 8.24103], [-0.51618, -1.43110, 6.32522], [-2.09731, -0.89037, 6.77983], [-1.64108, 1.51373, 5.98028], [0.06614, 1.21328, 6.25489], [3.19896, 6.22468, -1.65780], [2.31152, 5.91719, -2.85487], [2.40200, 4.39726, -3.40464], [1.74522, 3.44844, -2.45838], [1.17335, 2.79484, -1.66555], [3.76379, 7.14684, -1.79448], [3.99585, 5.48109, -1.64612], [2.65918, 6.30667, -0.71440], [2.58284, 6.58820, -3.66986], [1.24905, 6.13905, -2.75473], [3.46049, 4.13855, -3.43251], [1.91330, 4.26351, -4.36972], [3.28089, 0.27752, -3.57766], [4.39458, 0.63939, -4.27962], [5.63279, 0.52986, -3.62478], [5.71893, -0.02705, -2.37901], [4.56203, -0.40757, -1.70246], [3.34242, -0.18424, -2.29469], [4.51118, -1.04859, -0.39171], [3.56862, -1.62168, 0.12159], [5.81596, -1.07683, 0.37441], [5.92147, -1.37047, 1.79311], [7.10438, -1.37713, 2.50443], [8.26150, -1.03996, 1.78163], [8.27762, -0.74952, 0.47146], [7.07427, -0.64926, -0.24995], [7.08252, -0.23159, -1.70745], [8.15629, -0.00416, -2.29857], [2.32483, 0.36981, -4.07145], [4.31484, 1.01947, -5.28738], [6.49591, 0.70367, -4.25025], [2.45184, -0.39823, -1.72244], [4.97808, -1.63299, 2.24864], [7.16591, -1.62233, 3.55443], [9.23071, -0.87572, 2.22889], [9.22715, -0.46989, 0.03950], [-3.18260, 6.56722, 2.94343], [-4.18476, 7.51070, 3.08471], [-4.49981, 8.45161, 2.15094], [-3.68042, 8.53243, 1.01271], [-2.54030, 7.72527, 0.88087], [-2.27897, 6.76126, 1.87144], [-1.61120, 7.81705, -0.36910], [-0.73210, 6.99112, -0.62008], [-1.91118, 8.98800, -1.29778], [-1.12899, 9.18004, -2.42839], [-1.22112, 10.29283, -3.15387], [-2.21226, 11.18418, -2.94356], [-3.04596, 11.05417, -1.77477], [-2.95637, 9.90753, -1.00503], [-3.90140, 9.77357, 0.11327], [-4.79144, 10.62014, 0.36461], [-2.97280, 5.79218, 3.66572], [-4.90882, 7.54229, 3.88543], [-5.35831, 9.08009, 2.33637], [-1.39084, 6.14711, 1.85055], [-0.36964, 8.48670, -2.75865], [-0.57682, 10.38067, -4.01617], [-2.23430, 12.08048, -3.54569], [-3.79171, 11.82802, -1.66798]]
}